1.
The following is a DFT calculation (ωB97M-V/def2-TZVPD) of an isolated molecule of C7H7Cl3O2S in a non-equilibrium geometry.

ORCA input file:
```
! wB97M-V def2-TZVPD RIJCOSX def2/J DEFGRID3
* xyz 0 1
C -2.04231 0.08814 0.52676
C -1.30703 1.08048 1.36812
C -1.30345 -0.82181 -0.09499
C 0.04417 1.18757 1.24688
C 0.89619 0.30188 0.36123
C 0.12815 -1.17361 0.20610
C 0.86085 -2.05100 -0.78563
O -0.11495 2.59045 -0.90833
O 0.32329 0.62585 -2.31678
S 0.66968 1.41964 -1.11986
Cl 0.84632 2.52912 1.98985
Cl 0.08607 -2.12526 1.86073
Cl 2.66752 2.15788 -1.28561
H -3.11835 0.23692 0.45384
H -1.79996 1.93115 1.84805
H -1.81427 -1.58929 -0.69042
H 2.04900 0.21170 0.45217
H 1.92769 -2.08458 -0.62431
H 0.65279 -1.47052 -1.67911
H 0.34862 -3.04468 -0.80870
*
```

## Properties
E_HOMO = -9.18 eV
LUMO = -0.037 Ha
molar mass = 261.557 g mol⁻¹
energy above the lowest of the compared OMol25 structures with the same formula, charge and spin = 0.0 kcal per mole
orbital gap = 8.2 eV
SMILES = C[C@]1(Cl)C=CC=C(Cl)[C@@H]1S(=O)(=O)Cl

2.
The following is a DFT calculation (ωB97M-V/def2-TZVPD) of a cluster of 4 separate species, C36H49N6O11 in total in a non-equilibrium geometry.

ORCA input file:
```
! wB97M-V def2-TZVPD RIJCOSX def2/J DEFGRID3
* xyz 1 1
C 4.49201 -3.02205 2.21884
C 4.48478 -2.55378 0.73878
O 4.25072 -3.63925 -0.15640
C 2.89980 -4.00911 -0.16862
C 2.22358 -3.38759 -1.41585
O 1.31095 -4.26263 -2.09222
C 0.15699 -4.46716 -1.37468
N -0.89792 -3.47700 -1.69736
C -0.98184 -2.81562 -2.99114
C 0.08525 -1.74254 -3.22548
C 0.16006 -0.70195 -2.11912
O -0.13035 -0.92002 -0.95312
N 0.65862 0.55408 -2.50989
C 0.31986 1.58069 -1.55762
C -0.89316 2.21067 -1.62513
C -1.20762 3.20934 -0.75003
C -0.33064 3.59167 0.23027
C 0.87705 2.95014 0.31383
C 1.18162 1.95324 -0.57161
C -1.80971 -3.22282 -0.78404
N -2.86278 -2.37016 -0.95275
C -3.56794 -2.39227 0.15553
C -4.79415 -1.57330 0.22473
C -5.44704 -1.28306 1.42767
C -6.55606 -0.46880 1.29784
C -6.93323 -0.01903 0.05732
N -6.36941 -0.29767 -1.11812
C -5.30693 -1.07904 -0.95594
N -3.01070 -3.20318 1.08320
C -3.42421 -3.49034 2.43638
C -2.83180 -2.40408 3.38865
C -1.55110 -2.90274 4.04970
O -1.50424 -3.96045 4.64605
O -0.43522 -2.12632 4.00975
N -1.92094 -3.71780 0.45126
H 5.47680 -2.87471 2.65951
H 4.29013 -4.09615 2.23226
H 3.72114 -2.51537 2.80159
H 5.48573 -2.18062 0.52496
H 3.80838 -1.71258 0.55932
H 2.36698 -3.61975 0.71325
H 2.75234 -5.09512 -0.13200
H 3.02911 -3.17758 -2.12185
H 1.78409 -2.41710 -1.16545
H 0.31649 -4.53931 -0.29224
H -0.24136 -5.44256 -1.68936
H -0.82660 -3.58723 -3.75322
H -1.96084 -2.38997 -3.19043
H -0.19766 -1.21619 -4.14533
H 1.07826 -2.14189 -3.43159
H 0.28594 0.79699 -3.42521
H -1.59956 1.90997 -2.39362
H -2.17699 3.68021 -0.87429
H -0.57478 4.39931 0.90959
H 1.60050 3.21438 1.07457
H 2.15425 1.47982 -0.46964
H -5.14211 -1.62176 2.40218
H -7.12899 -0.18126 2.16925
H -7.79422 0.64585 0.01351
H -4.78362 -1.35735 -1.86656
H -4.50113 -3.55866 2.54478
H -3.01882 -4.44584 2.78215
H -2.55266 -1.54285 2.76884
H -3.55859 -2.04103 4.11541
H -0.44272 -1.53143 3.24714
H -1.33461 -4.38478 0.92884
O 5.20050 0.33505 -0.46839
C 6.20589 0.82162 -0.03698
O 6.24715 1.52806 1.11595
C 7.56517 2.07430 1.31103
C 8.48607 1.19760 0.47747
C 7.57778 0.79275 -0.67959
H 7.56216 3.11309 0.97487
H 7.81215 2.04898 2.36970
H 9.39855 1.70395 0.16918
H 8.77058 0.31157 1.04767
H 7.60006 1.52023 -1.49220
H 7.80851 -0.20028 -1.05538
O -0.21415 4.84988 3.48566
C -0.74652 4.00836 4.14376
O -0.42958 3.76653 5.43945
C -1.15990 2.62869 5.92191
C -2.36795 2.51184 5.00394
C -1.81504 3.03570 3.68139
H -0.51007 1.75157 5.86867
H -1.44029 2.79463 6.95941
H -2.76945 1.50019 4.94862
H -3.16460 3.16979 5.35470
H -1.34098 2.24862 3.09184
H -2.57245 3.54410 3.09116
O 0.00524 2.73615 -4.79340
C -0.84284 3.57364 -4.92472
O -1.14893 4.48783 -3.97064
C -2.28412 5.26741 -4.39557
C -2.31535 5.14588 -5.90814
C -1.75415 3.74811 -6.12401
H -3.18068 4.85622 -3.92533
H -2.15462 6.29594 -4.06743
H -3.30637 5.29675 -6.33175
H -1.64512 5.88304 -6.35265
H -2.53348 2.98484 -6.08647
H -1.19239 3.67190 -7.05073
*
```

## Properties
E_HOMO = -10.87 eV
LUMO = -0.109 Ha
molar mass = 741.819 g mol⁻¹
orbital gap = 7.9 eV

3.
The following is a DFT calculation (ωB97M-V/def2-TZVPD) of a structure of composition C51H78CrN3O3.

ORCA input file:
```
! wB97M-V def2-TZVPD RIJCOSX def2/J DEFGRID3
* xyz 0 4
Cr -0.04921 1.07224 -0.59679
C -6.96415 -0.29595 2.07581
C -6.20639 0.72319 2.93892
C -6.86576 2.10043 2.78658
C -6.32699 0.29268 4.40070
C -4.75060 0.79694 2.47895
C -4.44814 1.15850 1.17595
C -3.14215 1.20500 0.70532
C -3.00846 1.35111 -0.79337
N -1.79122 2.00891 -1.32522
C -1.74956 3.45561 -0.98572
C -0.73511 3.74668 0.11007
N 0.54451 3.04351 -0.14311
C 1.28348 3.61757 -1.29685
C 1.78327 2.52475 -2.22835
N 0.71059 1.54230 -2.50719
C -0.36768 2.12014 -3.34862
C -1.74063 1.78445 -2.78989
C 1.30753 0.33867 -3.13535
C 0.39898 -0.85305 -3.32176
C 0.57713 -1.58556 -4.48537
C -0.05281 -2.80598 -4.69248
C -0.85779 -3.26384 -3.65899
C -1.08827 -2.56857 -2.47001
C -0.46765 -1.31617 -2.30526
O -0.73144 -0.57853 -1.23477
C -1.95203 -3.28327 -1.40748
C -2.25461 -2.49730 -0.12340
C -1.21093 -4.56217 -0.98271
C -3.30889 -3.66358 -2.02243
C 0.17158 -3.57703 -5.99289
C -0.30796 -2.72960 -7.17932
C -0.58739 -4.90361 -6.01347
C 1.66750 -3.87768 -6.16236
C 1.36110 3.08023 1.09391
C 2.59885 2.21681 1.12807
C 3.68097 2.72689 1.83640
C 4.79342 1.95981 2.14117
C 4.76265 0.62712 1.73338
C 3.71121 0.06447 1.01620
C 2.62081 0.88932 0.66353
O 1.66037 0.38921 -0.10692
C 3.68647 -1.43495 0.68230
C 4.94962 -2.14350 1.17835
C 2.47970 -2.08559 1.38039
C 3.58718 -1.68780 -0.83154
C 5.96148 2.57652 2.91050
C 5.46887 3.09069 4.27099
C 7.08308 1.56841 3.15882
C 6.53935 3.75127 2.10920
C -2.06456 0.91503 1.56324
O -0.80287 0.95755 1.14599
C -2.33938 0.56234 2.90186
C -3.67184 0.49441 3.30400
C -1.23475 0.10761 3.87457
C -1.73438 0.11354 5.32719
C -0.83694 -1.32579 3.49142
C 0.02895 0.98301 3.85296
H -7.99878 -0.39013 2.41589
H -6.48961 -1.27754 2.13580
H -6.98179 0.00360 1.02625
H -7.91035 2.06206 3.10655
H -6.84507 2.43966 1.74928
H -6.34691 2.84494 3.39418
H -7.38156 0.25342 4.68156
H -5.82839 0.99583 5.07152
H -5.90079 -0.69948 4.56409
H -5.25037 1.38837 0.47982
H -3.87646 1.90607 -1.16825
H -3.02720 0.35886 -1.24331
H -2.73433 3.78271 -0.64487
H -1.52219 4.02032 -1.89090
H -1.11425 3.37746 1.06054
H -0.57336 4.82747 0.19666
H 2.13944 4.19328 -0.93774
H 0.62867 4.31349 -1.82268
H 2.59449 1.98160 -1.74747
H 2.16201 2.96243 -3.15940
H -0.29600 1.72351 -4.36403
H -0.22233 3.19874 -3.41612
H -1.94729 0.72979 -2.95773
H -2.51276 2.37333 -3.29852
H 2.14929 0.06117 -2.50303
H 1.70352 0.63261 -4.11446
H 1.24428 -1.18632 -5.24416
H -1.33734 -4.22652 -3.77186
H -1.35425 -2.19977 0.41051
H -2.84888 -3.14318 0.53005
H -2.83745 -1.59741 -0.31608
H -0.24680 -4.31030 -0.53454
H -1.02686 -5.22683 -1.82891
H -1.80000 -5.10904 -0.24185
H -3.83571 -2.77094 -2.36891
H -3.93061 -4.15329 -1.26874
H -3.21371 -4.34695 -2.86717
H -1.37193 -2.50217 -7.08431
H -0.15269 -3.26436 -8.12001
H 0.23430 -1.78389 -7.23712
H -1.66600 -4.75300 -5.92931
H -0.26763 -5.56260 -5.20334
H -0.39495 -5.41746 -6.95762
H 2.25561 -2.96090 -6.23319
H 1.83893 -4.45700 -7.07329
H 2.04247 -4.45172 -5.31271
H 0.69571 2.77400 1.89908
H 1.65326 4.12185 1.27178
H 3.63184 3.76069 2.16682
H 5.60087 -0.00421 1.98550
H 5.05942 -2.07525 2.26311
H 5.85330 -1.74206 0.71259
H 4.88348 -3.20189 0.92002
H 2.53112 -1.92731 2.46080
H 2.47755 -3.16341 1.19310
H 1.54315 -1.66720 1.01229
H 4.32944 -1.09711 -1.37697
H 2.59550 -1.44632 -1.20339
H 3.77814 -2.74381 -1.04068
H 5.01988 2.27976 4.84799
H 4.71848 3.87481 4.15520
H 6.30092 3.50479 4.84649
H 6.73822 0.72082 3.75494
H 7.89270 2.05478 3.70700
H 7.49610 1.18508 2.22312
H 5.78786 4.52447 1.93896
H 6.89960 3.41254 1.13539
H 7.37539 4.20716 2.64608
H -3.87748 0.20015 4.32120
H -2.48552 -0.65402 5.52134
H -2.15650 1.08431 5.59812
H -0.89420 -0.09032 5.99310
H -1.70173 -1.99228 3.53306
H -0.07098 -1.70654 4.17355
H -0.43276 -1.34951 2.47672
H -0.22191 2.03731 4.01473
H 0.57884 0.89060 2.92224
H 0.68381 0.67076 4.67053
*
```

## Properties
E_HOMO (alpha / beta) = -7.26 / -7.39 eV
LUMO (alpha / beta) = 0.000 / 0.000 Ha
molar mass = 833.199 g mol⁻¹
<S²> = 3.7686
orbital gap (alpha / beta) = 7.3 / 7.4 eV

4.
The following is a DFT calculation (ωB97M-V/def2-TZVPD) of a cluster of 2 separate species, C4H12 in total in a non-equilibrium geometry.

ORCA input file:
```
! wB97M-V def2-TZVPD RIJCOSX def2/J DEFGRID3
* xyz 0 1
C 0.92271 2.04339 1.18893
C -0.25368 2.61515 0.37927
H 1.25024 1.10092 0.76158
H 1.80692 2.68074 1.18871
H 0.56875 1.88806 2.20818
H 0.03639 3.34994 -0.38279
H -0.74075 1.82093 -0.18780
H -0.98122 3.10257 1.01136
C -0.72074 -2.39595 -1.42778
C 0.04765 -2.28467 -0.10449
H -0.07123 -2.72262 -2.23758
H -1.56132 -3.06841 -1.30023
H -1.10279 -1.41600 -1.71468
H 0.72517 -3.11869 0.04271
H -0.63931 -2.18383 0.71757
H 0.71322 -1.41154 -0.14297
*
```

## Properties
E_HOMO = -11.77 eV
LUMO = 0.041 Ha
molar mass = 60.140 g mol⁻¹
energy above the lowest of the compared OMol25 structures with the same formula, charge and spin = 4.1 kcal per mole
orbital gap = 12.9 eV
SMILES = CC.CC